Record 1
{"formula": "C31H22BrF4MnN5O3PS", "method": "the ωB97M-V functional and the def2-TZVPD basis", "species": ["Mn", "N", "C", "S", "N", "N", "C", "C", "C", "C", "C", "C", "C", "O", "H", "H", "H", "H", "H", "H", "H", "F", "C", "C", "F", "C", "F", "C", "P", "C", "C", "C", "C", "C", "C", "C", "C", "C", "C", "C", "C", "C", "Br", "C", "F", "H", "H", "H", "H", "H", "H", "H", "H", "H", "H", "C", "N", "C", "C", "C", "O", "N", "C", "O", "H", "H", "H", "H", "H"], "xyz": [[1.47670, 0.52565, 0.11985], [3.36990, 0.61925, 4.08895], [3.00210, 0.56095, 2.79925], [1.36800, 0.02445, 2.44405], [3.80170, 0.90325, 1.84185], [3.35170, 0.70085, 0.60535], [3.64320, 1.51605, -0.35255], [3.53070, 1.16955, -1.75455], [4.62550, 1.30315, -2.60515], [4.55760, 0.86945, -3.91535], [3.38820, 0.29235, -4.39445], [2.26830, 0.22005, -3.59595], [2.30120, 0.69065, -2.26705], [1.20960, 0.84215, -1.58835], [2.65380, 0.52855, 4.78805], [4.27710, 0.97465, 4.33475], [4.25110, 2.39755, -0.11205], [5.54350, 1.70985, -2.20725], [5.41570, 0.96875, -4.56305], [3.34720, -0.08685, -5.40605], [1.34180, -0.19155, -3.97025], [-2.95490, 6.11935, -0.00095], [-2.51250, 4.86865, 0.13735], [-3.40720, 3.80415, 0.22715], [-4.72180, 4.04075, 0.22125], [-2.93330, 2.50515, 0.34645], [-3.85090, 1.54345, 0.49715], [-1.57660, 2.19475, 0.38615], [-0.95400, 0.36815, 0.25495], [-2.07680, -0.03105, -1.14435], [-3.32390, -0.61785, -0.95885], [-4.09800, -0.98355, -2.04335], [-3.64060, -0.77175, -3.33105], [-2.40930, -0.16885, -3.52575], [-1.63150, 0.19855, -2.44095], [-1.78340, -0.12915, 1.80545], [-2.49280, -1.31625, 1.94825], [-3.13760, -1.61255, 3.13375], [-3.03010, -0.76175, 4.21855], [-2.27490, 0.39375, 4.10715], [-1.67460, 0.71875, 2.90515], [-0.71690, 3.29005, 0.38555], [1.12300, 3.07545, 0.85275], [-1.15800, 4.60095, 0.25035], [-0.28200, 5.60735, 0.25085], [-3.71360, -0.77725, 0.02975], [-5.05940, -1.44505, -1.86915], [-4.23870, -1.07985, -4.17565], [-2.04840, 0.00605, -4.52935], [-0.66310, 0.64795, -2.60475], [-2.53570, -2.01945, 1.13555], [-3.72570, -2.51625, 3.20855], [-3.53020, -0.99305, 5.14615], [-2.15130, 1.04745, 4.95755], [-1.10030, 1.63165, 2.82505], [-0.70170, -4.26315, 0.53235], [0.56740, -3.60945, 0.31305], [1.75210, -4.27885, 0.38065], [2.91300, -3.65425, 0.13065], [2.92240, -2.23875, -0.20935], [3.92730, -1.61805, -0.50875], [1.69220, -1.60125, -0.17295], [0.57160, -2.25775, 0.04965], [-0.55310, -1.68905, 0.03255], [-0.55660, -5.34035, 0.54185], [-1.38770, -3.99435, -0.27195], [-1.13310, -3.94525, 1.48385], [1.68420, -5.32785, 0.63595], [3.86230, -4.15935, 0.16545]], "atomic_forces_ev_per_a": [[-2.08, -2.27, 2.95], [0.09, 0.00, 0.17], [-0.99, -0.40, -0.99], [0.13, -0.01, 0.36], [1.44, 1.12, 1.23], [-0.22, 0.38, -0.93], [2.35, 0.52, 0.60], [-1.04, -0.21, -0.81], [-0.08, -0.10, 0.13], [0.20, 0.03, 0.02], [-0.02, 0.03, 0.08], [-0.13, -0.07, 0.56], [2.17, 0.40, -2.25], [-1.36, 0.50, -1.02], [0.17, 0.00, -0.01], [-0.01, 0.03, -0.01], [0.10, -0.24, 0.07], [0.12, 0.07, 0.00], [0.08, -0.03, 0.00], [-0.01, 0.04, -0.07], [-0.09, 0.01, -0.03], [0.07, -0.25, 0.06], [-0.08, -0.26, 0.05], [0.03, 0.13, 0.01], [0.23, 0.00, -0.07], [0.14, 0.17, 0.13], [-0.06, 0.27, -0.05], [0.23, 0.11, -0.26], [-1.28, 0.62, 0.35], [0.25, -0.05, -0.11], [0.04, 0.01, 0.00], [-0.05, -0.07, 0.03], [0.03, -0.01, -0.12], [-0.11, -0.04, -0.10], [0.16, 0.12, -0.02], [0.12, -0.05, 0.12], [0.09, -0.08, 0.04], [-0.08, -0.09, 0.10], [0.01, 0.10, 0.07], [-0.03, 0.04, 0.09], [-0.05, 0.00, -0.13], [-0.07, -0.01, 0.21], [-0.39, 1.03, -0.12], [0.11, -0.19, -0.02], [-0.16, 0.09, 0.00], [-0.06, -0.01, 0.01], [-0.09, -0.01, -0.03], [-0.06, 0.01, -0.09], [0.05, 0.03, -0.05], [-0.04, 0.01, 0.01], [0.00, -0.03, -0.05], [-0.01, -0.08, 0.02], [-0.04, -0.05, 0.11], [-0.03, 0.08, 0.07], [-0.01, 0.03, 0.05], [-0.35, 0.00, 0.06], [-0.07, 0.25, -0.10], [0.59, 0.02, -0.12], [0.03, -0.20, 0.08], [-0.08, 0.10, -0.04], [0.25, -0.33, -0.09], [0.00, -0.25, -0.23], [0.01, -0.21, -0.05], [-0.13, -0.47, 0.10], [0.05, -0.01, 0.00], [-0.02, -0.09, 0.09], [-0.04, -0.06, -0.05], [0.02, 0.00, -0.02], [0.04, -0.15, 0.03]], "mulliken_charge": [-0.65, -0.42, 0.55, -0.30, -1.66, 1.27, -0.69, 0.78, -0.77, -0.65, -0.66, -1.00, 0.97, -0.27, 0.21, 0.24, 0.42, 0.47, 0.39, 0.42, 0.49, -0.29, 0.41, 0.40, -0.30, 0.16, -0.39, -1.32, 3.00, 1.08, -0.35, -1.06, -0.67, -0.73, -0.82, 0.79, -0.65, -1.30, -0.66, -0.92, -0.27, 0.26, 0.03, 0.36, -0.32, 0.58, 0.46, 0.41, 0.46, 0.36, 0.82, 0.45, 0.42, 0.47, 0.41, -0.80, 0.08, -0.13, -1.07, 0.27, -0.64, 0.72, -0.01, -0.54, 0.39, 0.23, 0.23, 0.35, 0.45], "multiplicity": 5, "charge": 0, "max_force_ev_per_a": 4.3, "e_homo_ev": [-7.83, -8.00], "total_energy_ev": -178453.4763, "s_squared": 6.093}

Record 2
{"formula": "C31H22Cl2N5O4SeV", "method": "the ωB97M-V functional and the def2-TZVPD basis", "species": ["V", "C", "O", "C", "C", "C", "C", "C", "C", "N", "N", "C", "C", "C", "C", "O", "C", "N", "C", "C", "C", "C", "H", "H", "H", "H", "H", "H", "H", "H", "H", "H", "H", "H", "Se", "C", "N", "Cl", "C", "C", "C", "C", "C", "Cl", "C", "N", "C", "C", "C", "C", "C", "C", "C", "C", "O", "O", "H", "H", "H", "H", "H", "H", "H", "H", "H", "H"], "xyz": [[-0.14604, -0.86893, 0.09535], [-8.81382, 0.13687, 5.50985], [-7.56691, 0.70227, 5.13834], [-6.44805, 0.20373, 5.69046], [-6.41639, -0.81864, 6.63734], [-5.20578, -1.27564, 7.12917], [-4.01002, -0.76767, 6.63468], [-4.04438, 0.30312, 5.72746], [-5.24509, 0.79082, 5.27618], [-2.79666, -1.30393, 7.09474], [-1.81518, -1.46284, 6.35415], [-1.84671, -1.45822, 4.95640], [-2.83187, -2.13666, 4.24752], [-2.80692, -2.25798, 2.85811], [-1.78274, -1.67267, 2.13897], [-1.63851, -1.66284, 0.82103], [-0.77401, -0.98544, 2.84529], [0.15786, -0.40200, 2.03461], [1.12366, 0.31142, 2.60175], [1.23379, 0.42868, 3.99007], [0.30985, -0.16792, 4.81757], [-0.75980, -0.88299, 4.24752], [-9.56615, 0.67515, 4.94185], [-9.00378, 0.26416, 6.57761], [-8.85842, -0.92425, 5.25208], [-7.33200, -1.25503, 7.01092], [-5.17782, -2.08165, 7.85082], [-3.11741, 0.77483, 5.42671], [-5.29128, 1.62905, 4.59365], [-3.63245, -2.60064, 4.80683], [-3.59368, -2.78365, 2.33263], [1.83548, 0.79923, 1.94981], [2.04955, 1.00555, 4.40049], [0.39448, -0.10321, 5.89480], [2.19705, -0.64207, -0.56905], [2.32265, 1.16287, -0.73927], [2.40786, 2.31096, -0.78298], [0.72556, -3.09485, 0.75503], [0.70767, -3.91282, -0.77321], [1.32135, -5.14679, -0.88900], [1.37287, -5.75526, -2.13091], [0.83611, -5.13181, -3.24518], [0.19495, -3.91354, -3.10575], [-0.49682, -3.12326, -4.47396], [0.10311, -3.29107, -1.85823], [-0.57583, -2.02338, -1.72929], [-2.03311, -2.04785, -1.82393], [-2.71786, -3.23262, -1.58794], [-4.09985, -3.25499, -1.57474], [-4.80968, -2.08497, -1.78841], [-4.12570, -0.90663, -2.02561], [-2.73465, -0.85669, -2.04924], [-2.10615, 0.49561, -2.37227], [-0.66333, 0.65335, -1.94014], [0.24145, 0.70362, -2.72439], [-0.48018, 0.59701, -0.60709], [1.76058, -5.61057, -0.01674], [1.85024, -6.71988, -2.22996], [0.91571, -5.58864, -4.22139], [-0.21906, -1.44443, -2.49536], [-2.16420, -4.14812, -1.42527], [-4.61946, -4.18541, -1.39052], [-5.89082, -2.08677, -1.76989], [-4.67881, 0.00679, -2.20615], [-2.69970, 1.27499, -1.89124], [-2.12844, 0.66288, -3.44906]], "atomic_forces_ev_per_a": [[0.50, -2.44, 1.05], [-0.06, -0.04, 0.04], [-0.07, 0.12, -0.09], [0.26, -0.16, 0.16], [-0.31, 0.06, -0.02], [0.43, -0.11, -0.14], [-0.59, 0.30, -0.66], [-0.03, -0.04, 0.29], [-0.09, 0.05, -0.08], [0.47, 0.03, 0.42], [0.42, -0.35, 0.82], [-0.83, -0.10, -0.94], [0.46, 0.11, 0.51], [0.29, 0.07, -0.68], [-0.22, -0.06, 1.32], [-0.24, 0.17, -0.55], [-0.43, -0.08, 0.03], [0.28, 0.25, 0.79], [0.04, -0.06, -0.07], [-0.09, 0.05, 0.26], [0.16, 0.03, -0.13], [-0.16, 0.04, -0.13], [0.00, 0.01, 0.02], [0.00, 0.01, -0.01], [0.03, 0.01, 0.02], [0.02, 0.00, -0.03], [0.01, 0.05, 0.06], [-0.03, -0.01, -0.08], [0.01, 0.00, 0.01], [-0.05, 0.02, -0.06], [0.00, -0.02, 0.03], [-0.02, -0.03, -0.04], [0.03, -0.01, -0.03], [-0.02, 0.04, 0.00], [0.80, -0.72, -0.01], [-0.02, 0.51, 0.01], [0.02, -0.03, 0.04], [0.52, -0.77, 0.44], [-0.11, -0.13, -0.59], [0.02, 0.07, 0.21], [-0.01, 0.01, 0.01], [-0.01, -0.06, -0.06], [-0.04, 0.11, 0.17], [0.06, -0.06, -0.05], [0.00, -0.12, -0.06], [0.06, 0.28, 0.21], [-0.63, -0.10, -0.17], [0.21, 0.05, -0.10], [-0.04, 0.00, 0.04], [-0.03, 0.02, 0.00], [0.04, -0.03, 0.00], [0.20, -0.03, 0.03], [0.04, -0.02, 0.22], [-0.33, 0.33, -2.51], [-0.23, 0.24, 0.50], [-0.78, 2.54, -0.45], [0.03, 0.00, -0.02], [0.03, 0.01, -0.02], [-0.06, 0.02, -0.01], [0.06, -0.04, 0.05], [-0.01, 0.00, 0.05], [0.01, -0.01, -0.01], [0.00, -0.01, -0.02], [0.00, 0.01, 0.02], [-0.01, -0.01, 0.00], [0.05, 0.04, 0.02]], "mulliken_charge": [0.10, -0.87, -0.42, 0.81, -0.32, -0.67, -0.15, 0.18, -0.75, -0.60, -0.34, -0.16, -0.55, -0.97, 0.33, 0.30, 0.94, 0.30, -0.02, -1.16, -0.52, 0.39, 0.23, 0.36, 0.36, 0.42, 0.42, 0.45, 0.46, 0.46, 0.54, 0.31, 0.44, 0.56, 0.18, 0.31, -0.50, -0.22, 1.24, -0.72, -0.59, -0.54, 0.82, -0.15, -1.92, 0.43, 1.51, -0.72, -0.95, -0.75, -1.00, 0.52, -1.01, 0.19, -0.45, -0.49, 0.52, 0.43, 0.47, 0.66, 0.50, 0.46, 0.45, 0.47, 0.56, 0.45], "multiplicity": 2, "charge": 1, "max_force_ev_per_a": 2.7, "e_homo_ev": [-10.12, -10.13], "total_energy_ev": -164217.2339, "s_squared": 0.764}